ORCA calculation (the ωB97M-V functional and the def2-TZVPD basis) on C2H5N3OS in the gas phase.

Results
* F_max: 2.3 eV/Å
* structure (SMILES): [H]/N=C(\N)SC(N)=O
* ΔE to the lowest compared entry with this formula, charge and spin: 40.9 kJ/mol
* LUMO energy: 0.6005 eV
* total charge: 0
* E_HOMO: -9.332 eV
* Kohn-Sham gap: 0.365 Ha

XYZ file:
```
12
Properties=species:S:1:pos:R:3:nbo_charge:R:1
C 0.671 -1.305 -0.376 0.31
C -0.389 1.269 0.446 0.56
H -0.549 -2.048 -1.730 0.38
H -1.132 -0.513 -1.118 0.44
H 1.126 -3.046 -0.692 0.33
H -0.978 2.972 1.475 0.41
H 0.595 2.436 1.896 0.40
N -0.329 -1.166 -1.304 -0.84
N 1.470 -2.285 -0.118 -0.70
N -0.208 2.364 1.232 -0.83
O -1.366 1.142 -0.234 -0.62
S 1.090 0.180 0.523 0.17
```

***

ORCA calculation (the ωB97M-V functional and the def2-TZVPD basis) on C7CrF5IS3 as an isolated structure.

Results
* <S²>: 6.036
* F_max: 0.7 eV/Å
* multiplicity: 5
* ΔE to the lowest compared entry with this formula, charge and spin: 0.0 kJ/mol
* LUMO energy (spin up / spin down): 4.7355 / 4.7407 eV
* total charge: -2
* E_HOMO (spin up / spin down): -1.575 / -1.547 eV
* Kohn-Sham gap (spin up / spin down): 0.232 / 0.231 Ha

XYZ file:
```
17
Properties=species:S:1:pos:R:3:mulliken_spin:R:1
Cr 2.023 -0.116 0.516 4.14
S 5.012 2.662 -1.596 0.02
C 3.942 1.625 -0.828 0.01
S 4.302 0.738 0.628 -0.04
S 2.302 1.363 -1.373 -0.05
F -0.073 -2.284 -1.244 0.01
C -0.749 -1.304 -0.578 0.00
C -0.089 -0.374 0.178 -0.14
C -0.927 0.538 0.785 0.04
F -0.447 1.530 1.580 0.01
C -2.311 0.540 0.660 0.02
F -3.082 1.461 1.281 0.00
C -2.917 -0.424 -0.119 0.01
F -4.261 -0.452 -0.262 0.00
C -2.128 -1.361 -0.747 0.00
F -2.713 -2.312 -1.510 0.00
I 2.117 -1.832 2.631 -0.01
```

***

ORCA calculation (the ωB97M-V functional and the def2-TZVPD basis) on a 2-piece molecular cluster, C2H7N2O overall.

Results
* <S²>: 2.019
* F_max: 7.2 eV/Å
* multiplicity: 3
* ΔE to the lowest compared entry with this formula, charge and spin: 190.9 kJ/mol
* LUMO energy (spin up / spin down): -4.9755 / -8.0177 eV
* total charge: +1
* E_HOMO (spin up / spin down): -13.486 / -15.221 eV
* Kohn-Sham gap (spin up / spin down): 0.313 / 0.265 Ha

XYZ file:
```
12
Properties=species:S:1:pos:R:3:mulliken_spin:R:1
C -0.666 -0.534 0.037 0.83
C -0.948 0.179 -1.213 0.00
N -1.246 -0.727 1.102 0.04
N 1.532 -0.584 0.870 0.28
O -0.775 -1.027 2.257 0.77
H -0.173 0.367 -1.869 0.02
H -1.571 -0.516 -1.865 0.04
H -1.428 1.155 -0.935 0.02
H -2.310 -0.997 0.990 0.03
H 2.299 -1.083 0.427 0.00
H 1.778 0.273 1.158 -0.01
H 1.070 -1.011 1.596 -0.03
```

***

ORCA calculation (the ωB97M-V functional and the def2-TZVPD basis) on C2H2F2KO2 as an isolated structure.

Results
* F_max: 3.9 eV/Å
* ΔE to the lowest compared entry with this formula, charge and spin: 76.1 kJ/mol
* LUMO energy: -5.8940 eV
* total charge: +1
* E_HOMO: -14.368 eV
* Kohn-Sham gap: 0.311 Ha

XYZ file:
```
9
Properties=species:S:1:pos:R:3:nbo_charge:R:1
F 0.741 0.145 1.319 -0.14
H -0.438 -1.903 -0.693 0.19
O 0.512 -0.241 -1.370 -0.41
O 1.853 0.132 0.272 -0.30
C -0.372 -0.806 -0.682 0.25
C -0.779 -0.131 0.570 0.50
F -1.117 1.131 0.337 -0.29
H -1.373 -0.659 1.320 0.23
K 0.974 2.333 -1.073 0.99
```

***

ORCA calculation (the ωB97M-V functional and the def2-TZVPD basis) on C11H16N4OS in the gas phase.

Results
* F_max: 1.1 eV/Å
* structure (SMILES): C=CCn1c(C)nnc1SCC(=O)NC1CC1
* ΔE to the lowest compared entry with this formula, charge and spin: 0.0 kJ/mol
* LUMO energy: 0.5724 eV
* total charge: 0
* E_HOMO: -9.031 eV
* Kohn-Sham gap: 0.353 Ha

XYZ file:
```
33
Properties=species:S:1:pos:R:3:nbo_charge:R:1
C -3.778 -0.527 1.953 -0.38
C -2.667 -0.617 1.247 -0.21
C -2.613 -0.412 -0.241 -0.26
N -1.499 0.416 -0.619 -0.36
C -0.346 0.048 -1.256 0.14
N 0.440 1.075 -1.408 -0.29
N -0.170 2.136 -0.865 -0.29
C -1.322 1.749 -0.387 0.35
C -2.308 2.603 0.306 -0.66
H -1.916 3.614 0.362 0.25
H -3.253 2.612 -0.237 0.22
H -2.493 2.224 1.311 0.24
S 0.007 -1.580 -1.791 0.25
C 0.442 -2.330 -0.169 -0.61
H -0.451 -2.770 0.276 0.24
H 1.162 -3.117 -0.396 0.25
C 1.037 -1.310 0.793 0.67
O 0.531 -1.113 1.882 -0.64
N 2.148 -0.706 0.348 -0.59
C 2.814 0.320 1.086 -0.07
C 3.024 1.665 0.457 -0.43
C 4.184 0.735 0.656 -0.43
H 4.911 0.964 1.419 0.22
H 4.605 0.257 -0.216 0.21
H 2.942 2.535 1.090 0.22
H 2.641 1.814 -0.540 0.24
H 2.570 0.255 2.138 0.24
H 2.409 -0.805 -0.623 0.41
H -2.488 -1.375 -0.751 0.24
H -3.540 0.050 -0.599 0.21
H -1.720 -0.845 1.719 0.24
H -3.785 -0.695 3.015 0.21
H -4.728 -0.294 1.498 0.19
```

***

ORCA calculation (the ωB97M-V functional and the def2-TZVPD basis) on C5H7N in the gas phase.

Results
* F_max: 0.4 eV/Å
* structure (SMILES): Cc1cc[nH]c1
* ΔE to the lowest compared entry with this formula, charge and spin: 20.7 kJ/mol
* LUMO energy: 1.0963 eV
* total charge: 0
* E_HOMO: -8.127 eV
* Kohn-Sham gap: 0.339 Ha

XYZ file:
```
13
Properties=species:S:1:pos:R:3:nbo_charge:R:1
C 1.943 -0.022 -0.007 -0.62
C 0.449 0.066 -0.119 -0.10
C -0.340 -1.039 -0.286 -0.08
N -1.655 -0.669 -0.142 -0.51
C -1.715 0.673 0.136 -0.07
C -0.436 1.171 0.102 -0.31
H 2.232 -0.964 0.486 0.21
H 2.485 0.003 -0.956 0.21
H 2.303 0.791 0.628 0.22
H -0.033 -2.063 -0.444 0.21
H -2.399 -1.322 0.038 0.41
H -2.654 1.150 0.392 0.21
H -0.181 2.225 0.173 0.22
```

***

ORCA calculation (the ωB97M-V functional and the def2-TZVPD basis) on C8H14ClNS2 as an isolated structure.

Results
* F_max: 7.0 eV/Å
* ΔE to the lowest compared entry with this formula, charge and spin: 636.4 kJ/mol
* LUMO energy: -0.0923 eV
* total charge: 0
* E_HOMO: -8.058 eV
* Kohn-Sham gap: 0.293 Ha

XYZ file:
```
26
Properties=species:S:1:pos:R:3:nbo_charge:R:1
C -1.567 2.302 -0.463 -0.64
C -1.266 1.306 0.582 -0.25
C -2.548 -0.759 -0.207 -0.26
C -2.870 -1.149 1.331 -0.65
C -0.011 -0.653 0.002 -0.13
C 2.815 -1.326 -0.319 -0.57
C 4.063 -0.447 -0.271 -0.13
C 4.253 0.579 -1.374 -0.36
H -2.166 1.621 -1.184 0.24
H -2.085 3.296 0.170 0.22
H -0.357 2.501 -0.655 0.24
H -1.880 1.300 1.597 0.19
H -0.352 1.501 1.154 0.21
H -2.386 -1.891 -0.801 0.29
H -3.384 -0.058 -0.494 0.21
H -2.624 -0.404 2.168 0.22
H -4.081 -1.359 1.271 0.21
H -2.279 -2.140 1.395 0.23
H 2.876 -2.188 0.334 0.26
H 2.302 -1.847 -1.265 0.29
H 3.644 0.518 -2.335 0.22
H 5.090 1.707 -1.537 0.24
N -1.221 0.033 -0.059 -0.45
S 0.006 -2.224 -0.497 -0.23
S 1.519 -0.032 0.102 0.36
Cl 4.505 -0.187 1.356 0.05
```

***

ORCA calculation (the ωB97M-V functional and the def2-TZVPD basis) on C5H6 as an isolated structure.

Results
* F_max: 4.9 eV/Å
* ΔE to the lowest compared entry with this formula, charge and spin: 548.4 kJ/mol
* LUMO energy: 0.8137 eV
* total charge: 0
* E_HOMO: -7.855 eV
* Kohn-Sham gap: 0.319 Ha

XYZ file:
```
11
Properties=species:S:1:pos:R:3:nbo_charge:R:1
C -0.128 -1.527 -0.256 -0.18
C 0.999 -0.864 0.130 -0.10
C -0.986 -0.288 -0.195 -0.46
C 1.501 0.492 -0.237 -0.41
C 0.194 0.463 0.382 -0.19
H -0.224 -2.626 -0.286 0.22
H -1.329 -0.165 -1.200 0.22
H -1.990 -0.155 0.382 0.22
H 2.330 1.051 0.212 0.25
H 1.574 0.402 -1.337 0.24
H 0.147 0.689 1.803 0.20
```